{"formula": "ClNO2S", "method": "ωB97M-V/def2-TZVPD", "symbols": ["N", "O", "O", "S", "Cl"], "xyz": [[0.70028, -0.63323, 0.60316], [0.14272, 1.75895, 0.82952], [-1.04929, 0.46121, -0.92689], [-0.09415, 0.58467, 0.12448], [0.30043, -2.17160, -0.63027]], "mulliken_charge": [-0.246, -0.380, -0.389, 1.052, -0.037], "total_energy_ev": -28938.962, "homo_lumo_gap_ha": 0.349, "e_above_lowest_kcal_mol": 10.9, "total_charge": 0, "smiles": "O=S(=O)=NCl"}

{"formula": "ClNO6S2", "method": "ωB97M-V/def2-TZVPD", "symbols": ["N", "O", "O", "O", "O", "O", "O", "S", "S", "Cl"], "xyz": [[2.29924, -0.42255, -0.80254], [0.71772, -1.98872, -0.07947], [-1.95261, 1.79186, 0.43184], [0.92629, -0.06711, 1.41836], [-0.15425, 0.31109, -0.66111], [-2.43407, 0.13423, -1.19945], [-1.77369, -0.55822, 1.00957], [0.98151, -0.59197, 0.04755], [-1.62807, 0.42399, -0.05305], [3.01792, 0.96739, -0.11170]], "mulliken_charge": [-0.457, -0.651, -0.713, -0.635, -0.208, -0.707, -0.673, 1.132, 1.183, -0.271], "total_energy_ev": -47966.820, "homo_lumo_gap_ha": 0.265, "e_above_lowest_kcal_mol": 0.0, "total_charge": -2}

{"formula": "ClNa4O4", "method": "ωB97M-V/def2-TZVPD", "symbols": ["Na", "Na", "Na", "Na", "Cl", "O", "O", "O", "O"], "xyz": [[-3.63253, -1.11237, 0.83311], [1.72129, -0.81792, 2.29380], [0.11995, 2.07804, 1.78969], [2.89895, -0.28880, -0.68655], [-0.25466, 0.02855, -0.89989], [0.23688, 1.38572, -0.98972], [0.38201, -0.40288, 0.39547], [-1.68218, -0.09455, -0.78837], [0.21029, -0.77580, -1.94755]], "mulliken_charge": [0.978, 1.041, 0.940, 0.939, 1.481, -0.531, -0.799, -0.582, -0.467], "total_energy_ev": -38345.503, "homo_lumo_gap_ha": 0.333, "e_above_lowest_kcal_mol": 58.4, "total_charge": 3}

{"formula": "ClO2S2", "method": "ωB97M-V/def2-TZVPD", "symbols": ["O", "O", "S", "S", "Cl"], "xyz": [[-0.29477, -1.97714, 0.72325], [1.54810, -0.63530, 1.61074], [-1.36174, 2.32663, -2.13019], [0.18257, -0.65758, 1.11228], [-0.07416, 0.94340, -1.31608]], "mulliken_charge": [-0.401, -0.415, -0.634, 0.705, -0.254], "total_energy_ev": -38288.988, "homo_lumo_gap_ha": 0.207, "e_above_lowest_kcal_mol": 19.8, "total_charge": -1}

{"formula": "ClO4", "method": "ωB97M-V/def2-TZVPD", "symbols": ["Cl", "O", "O", "O", "O"], "xyz": [[0.06436, 0.03352, 0.13568], [-0.17046, -1.21448, 0.78011], [0.93168, -0.03470, -1.09375], [-1.14808, -0.09122, -0.56937], [0.32251, 1.30686, 0.74734]], "lowdin_spin": [-0.062, 0.226, 0.330, 0.534, -0.028], "total_energy_ev": -20700.481, "homo_lumo_gap_ha": [0.468, 0.279], "s_squared": 0.765, "e_above_lowest_kcal_mol": 23.9, "total_charge": 0, "spin_multiplicity": 2}

{"formula": "ClO4Sr", "method": "ωB97M-V/def2-TZVPD", "symbols": ["Sr", "Cl", "O", "O", "O", "O"], "xyz": [[1.36981, 2.62366, -1.11868], [-0.29283, -0.56452, 0.24160], [0.19438, -1.89727, 0.24807], [0.43046, 0.29570, -0.74402], [-1.66501, -0.50184, -0.14304], [-0.03681, 0.04426, 1.51606]], "mulliken_charge": [1.928, 1.614, -0.532, -0.818, -0.555, -0.637], "total_energy_ev": -21533.012, "homo_lumo_gap_ha": 0.227, "e_above_lowest_kcal_mol": 19.5, "total_charge": 1}

{"formula": "CsH6O3", "method": "ωB97M-V/def2-TZVPD", "symbols": ["Cs", "O", "H", "H", "O", "H", "H", "O", "H", "H"], "xyz": [[-0.35555, 0.34318, -0.98296], [0.61966, 0.46930, 3.15785], [-0.20599, 0.87825, 2.89846], [0.38059, -0.42811, 3.38959], [1.16001, 2.07346, -4.61432], [2.01030, 1.96935, -5.04138], [0.90269, 2.97476, -4.80850], [-1.24695, -2.76722, 2.29451], [-1.87917, -2.07959, 2.08550], [-1.38558, -3.43337, 1.62126]], "mulliken_charge": [0.980, -0.627, 0.286, 0.344, -0.643, 0.326, 0.326, -0.601, 0.295, 0.314], "total_energy_ev": -6782.265, "homo_lumo_gap_ha": 0.395, "e_above_lowest_kcal_mol": 21.6, "total_charge": 1}

{"formula": "Cu2F", "method": "ωB97M-V/def2-TZVPD", "symbols": ["Cu", "Cu", "F"], "xyz": [[1.90079, 1.13278, 1.38287], [-1.82419, -0.63849, -1.19960], [-0.07661, -0.49428, -0.18327]], "lowdin_spin": [0.681, 0.833, 0.486], "total_energy_ev": -91950.301, "homo_lumo_gap_ha": [0.434, 0.185], "s_squared": 2.012, "e_above_lowest_kcal_mol": 5.0, "total_charge": 3, "spin_multiplicity": 3}

{"formula": "CuH10O17S3", "method": "ωB97M-V/def2-TZVPD", "symbols": ["Cu", "S", "O", "O", "O", "O", "S", "O", "O", "O", "O", "S", "O", "O", "O", "O", "O", "H", "H", "O", "H", "H", "O", "H", "H", "O", "H", "H", "O", "H", "H"], "xyz": [[-0.23871, 0.17009, 0.64449], [3.06668, -0.85572, -0.05427], [3.09593, -2.15053, -0.74193], [1.66582, -0.43360, 0.25041], [3.72893, -0.96755, 1.27947], [3.75055, 0.16963, -0.84211], [0.57280, 3.22959, -1.00505], [1.98856, 2.91955, -1.23060], [0.45785, 4.22916, 0.07473], [-0.04161, 3.79682, -2.22978], [-0.18766, 2.00346, -0.59953], [-0.72313, -1.51963, -2.43860], [0.56258, -2.13027, -2.69940], [-1.72037, -2.61570, -2.22898], [-0.74820, -0.72714, -1.16097], [-1.15035, -0.63936, -3.51575], [-2.32282, 0.40456, 1.14448], [-2.86435, -0.36650, 0.94531], [-2.89135, 0.98410, 1.65619], [0.74850, -3.29024, 0.06552], [0.80266, -4.12386, 0.54797], [0.27626, -2.69361, 0.65449], [0.18688, 1.14147, 2.57120], [0.57484, 0.62669, 3.28384], [-0.05321, 1.98216, 2.97241], [-2.89672, 1.98987, -1.19929], [-2.94772, 2.55763, -1.97048], [-1.93029, 1.96358, -0.99109], [-0.23040, -1.65783, 1.95365], [0.32925, -1.62951, 2.73653], [-0.86119, -2.36732, 2.12709]], "lowdin_spin": [0.736, 0.005, 0.002, 0.059, 0.012, 0.002, 0.000, 0.000, 0.000, 0.000, -0.002, 0.003, 0.005, 0.018, 0.127, 0.017, 0.010, 0.000, 0.001, -0.001, 0.000, 0.000, 0.009, 0.000, 0.001, 0.000, 0.000, 0.000, -0.002, 0.000, 0.000], "total_energy_ev": -112103.159, "homo_lumo_gap_ha": [0.103, 0.103], "s_squared": 0.755, "e_above_lowest_kcal_mol": 89.7, "total_charge": -4, "spin_multiplicity": 2}

{"formula": "CuH12O6", "method": "ωB97M-V/def2-TZVPD", "symbols": ["Cu", "O", "H", "H", "O", "H", "H", "O", "H", "H", "O", "H", "H", "O", "H", "H", "O", "H", "H"], "xyz": [[-0.10868, 0.04368, 0.11900], [1.31432, 0.21668, 1.75600], [1.76432, 1.08268, 1.79000], [1.69532, -0.28732, 2.43800], [-1.32268, -0.11632, -1.61500], [-1.62568, -0.98632, -1.84600], [-1.92868, 0.48768, -2.07200], [-1.53868, -0.69932, 1.42800], [-1.67968, -1.37132, 2.09800], [-2.45768, -0.54032, 1.21300], [1.46232, 0.51568, -1.32900], [1.20532, 0.30968, -2.25400], [2.44332, 0.57568, -1.42300], [-0.56868, 1.98068, 0.19900], [-0.15168, 2.60768, 0.79000], [-1.13468, 2.52368, -0.40400], [0.50332, -2.01732, -0.24100], [0.97132, -2.11432, -1.08300], [1.15732, -2.21132, 0.43600]], "lowdin_spin": [0.870, 0.005, 0.000, 0.000, 0.008, 0.000, 0.000, 0.009, 0.001, 0.000, 0.011, 0.000, 0.001, 0.037, 0.002, 0.003, 0.051, 0.001, 0.000], "total_energy_ev": -57103.425, "homo_lumo_gap_ha": [0.482, 0.368], "s_squared": 0.751, "e_above_lowest_kcal_mol": 2.9, "total_charge": 2, "spin_multiplicity": 2}